A cluster of 2 separate species, C29H44ClN2O4 in total. Source: the OMol25 dataset; level of theory: ωB97M-V with the def2-TZVPD basis set.

The geometry in XYZ format:
```
80
Properties=species:S:1:pos:R:3:forces:R:3
C 2.31083 -0.72214 -0.53550 0.1 0.5 -0.6
C 2.63303 0.81982 -0.71165 -0.2 -0.6 0.7
C 1.46566 1.64957 -0.03090 0.5 -0.2 -0.5
C 0.16192 1.71629 -0.94939 1.5 0.1 -0.6
C 0.05333 3.15204 -1.59197 -0.3 0.4 1.1
C -1.37982 3.54285 -2.12822 0.8 0.0 -0.7
C -2.19648 2.36151 -2.78747 -0.9 0.5 -0.3
C -2.77206 2.73096 -4.24173 1.2 0.2 -0.4
N -4.24725 2.65532 -4.31835 1.4 0.4 -0.7
C -4.85486 1.35940 -4.17166 -1.1 1.8 1.8
O -4.65997 0.39522 -4.85153 0.2 0.3 0.5
C -5.80823 1.59014 -2.95757 -1.5 0.6 1.4
C -6.60389 0.66755 -2.16754 0.4 2.8 0.2
C -7.37427 1.24060 -1.04118 0.8 -0.4 0.0
C -8.19042 0.19976 -0.18661 -0.1 0.0 -0.9
C -9.55130 -0.11095 -0.96558 0.7 0.5 -0.3
C -7.36984 2.66353 -0.69802 0.9 0.0 -2.0
C -8.14819 3.27755 0.50980 0.8 -0.2 -0.2
C -9.65919 2.90162 0.55963 0.5 0.2 0.1
O -10.37466 2.78370 -0.37139 0.4 0.1 0.3
Cl -10.35764 2.67285 2.24011 0.6 0.2 -0.7
C -6.59047 3.59571 -1.53929 0.2 -2.6 -0.9
C -5.83337 3.02730 -2.64209 -0.8 -0.8 0.5
C -4.89806 3.75391 -3.66405 -1.4 -2.3 1.6
O -4.73666 4.92851 -3.83058 0.4 -0.6 0.0
H 2.58497 -1.08639 0.49206 -0.3 0.4 -0.9
H 1.21079 -0.85802 -0.68712 0.9 -0.1 0.1
H 2.85445 -1.33393 -1.30285 -0.5 0.4 0.7
H 2.77717 1.08518 -1.79475 -0.4 -0.2 1.0
H 3.61740 1.02607 -0.20419 -0.9 0.0 -0.4
H 1.87260 2.67430 0.16295 -0.6 -0.7 0.0
H 1.24481 1.16312 0.95489 0.2 0.5 -0.8
H 0.37470 1.00306 -1.80126 -0.6 0.5 0.9
H -0.75230 1.37426 -0.40633 0.7 0.5 -0.5
H 0.29051 3.88660 -0.76420 -0.2 -0.7 -0.9
H 0.87794 3.30594 -2.34755 -1.0 -0.4 0.6
H -1.22450 4.33668 -2.91297 -0.2 -0.7 0.8
H -1.95581 4.03675 -1.30308 0.4 -0.6 -0.7
H -3.08592 2.17410 -2.11635 1.0 -0.2 -0.7
H -1.62509 1.41165 -2.92199 -0.3 0.8 0.5
H -2.47032 3.77685 -4.51415 -0.4 -0.9 0.3
H -2.27802 2.06936 -5.00829 -0.9 0.5 0.7
H -6.60005 -0.42500 -2.39494 -0.1 1.1 0.3
H -7.62591 -0.77412 -0.12336 -0.3 1.2 0.1
H -8.36493 0.56798 0.85899 0.1 -0.3 -1.0
H -9.39842 -0.94139 -1.71225 -0.2 0.7 1.0
H -9.76326 0.80119 -1.58969 -0.3 -1.0 0.8
H -10.37676 -0.35174 -0.25405 0.6 0.2 -0.8
H -8.06554 4.39911 0.41810 -0.4 -1.1 0.1
H -7.58405 3.00719 1.43930 -0.9 0.1 -0.6
H -6.54348 4.69474 -1.37443 -0.2 -1.0 0.0
C 8.49634 -3.67366 3.29896 -0.3 -0.5 0.1
C 7.66193 -2.57156 2.60519 4.3 -0.8 1.6
C 6.80604 -1.82893 3.65466 -1.5 0.0 -0.1
C 5.62518 -2.65421 4.15722 0.1 -0.2 -0.1
C 4.76752 -3.13677 2.98979 0.6 1.3 0.6
C 5.56809 -3.88778 1.90256 -1.4 -4.4 -0.3
N 6.82091 -3.16075 1.51178 -4.3 6.3 0.9
O 6.50488 -2.24696 0.74363 1.6 -2.3 -0.5
C 5.91822 -5.31284 2.39695 0.4 -0.1 0.4
C 4.63068 -4.14289 0.70227 0.3 0.9 -0.5
C 8.73727 -1.60232 2.06722 -0.6 0.3 -0.8
H 9.22675 -3.22827 3.97509 -0.1 0.2 -0.2
H 7.91065 -4.34986 3.91587 0.0 0.0 -0.1
H 9.04957 -4.26851 2.56864 0.0 0.1 0.0
H 6.42236 -0.89550 3.22655 0.1 -0.1 -0.2
H 7.43137 -1.53927 4.50162 0.3 -0.2 -0.3
H 5.97361 -3.50092 4.75357 0.0 0.0 0.0
H 5.01363 -2.04238 4.82555 0.0 0.0 -0.1
H 3.97079 -3.78003 3.36909 0.2 -0.3 -0.4
H 4.27132 -2.26612 2.54476 0.1 -0.1 -0.2
H 6.66619 -5.78281 1.75446 0.0 0.0 0.0
H 5.03712 -5.95494 2.38185 0.0 0.3 -0.1
H 6.27466 -5.34299 3.42418 0.1 0.1 -0.1
H 4.20007 -3.22260 0.30293 0.1 0.0 0.0
H 3.78836 -4.76915 0.99585 0.3 0.0 0.3
H 5.15597 -4.65731 -0.10648 0.0 0.0 0.1
H 9.35193 -2.08119 1.30138 -0.1 0.0 0.0
H 9.40039 -1.28371 2.87137 -0.2 -0.3 0.1
H 8.30905 -0.69187 1.64365 0.0 -0.1 -0.1
```
Forces are in eV/Å.

The HOMO energy comes out at -10.398 eV. The total energy comes out at -2001.66769 Ha. Its molar mass is 520.1 g/mol. Its frontier orbital gap is 3.0 eV. The calculation puts the lowest unoccupied orbital energy at -7.37 eV. The net charge is +1.